C47H43F17INO12S2 | ωB97M-V with the def2-TZVPD basis set

Structure (ORCA input):
```
! wB97M-V def2-TZVPD RIJCOSX def2/J DEFGRID3
* xyz 0 1
C 6.46816 1.00180 -0.21080
C 5.30476 0.22912 0.38753
C 4.43336 -0.90774 -0.49889
C 5.65952 -1.64936 -1.28009
N 5.50485 -3.08750 -1.68799
C 5.87658 -3.32716 -3.15465
C 3.83513 -1.89656 0.68989
I 2.46998 -3.50184 -0.08694
C 4.91689 -2.77409 1.52377
C 5.71926 -2.08009 2.75703
O 5.42765 -2.76743 4.05914
C 2.86189 -1.15295 1.77713
S 1.92957 0.16882 0.84760
O 0.44894 0.12103 1.39405
O 2.50970 1.52796 1.30636
O 1.91807 -0.18324 -0.76642
C 3.26036 -0.20122 -1.45476
C 2.89236 -1.13987 -2.79243
C 3.19937 -0.59054 -4.26445
C 4.71055 -0.21598 -4.72583
S 5.44434 -1.42321 -6.01885
C 3.42452 1.37292 -1.81868
C 2.04619 2.28807 -1.90343
C 1.00934 2.05736 -3.10088
F 0.40574 0.73668 -3.28878
F 1.63566 2.64365 -4.34814
C -0.28166 3.10016 -2.85707
F 0.19386 4.46583 -2.41235
F -0.77932 3.35503 -4.26179
C -1.40571 2.58818 -1.81283
F -1.67024 3.76578 -0.89243
F -0.94581 1.52929 -0.83712
C -2.90236 2.27270 -2.43977
F -3.48546 3.45588 -3.18019
F -3.79322 2.16326 -1.22030
C -3.06308 0.85459 -3.22766
F -2.54886 1.05891 -4.63569
F -2.28139 -0.28187 -2.69442
C -4.61497 0.34034 -3.43052
F -5.62310 1.46542 -3.41054
F -4.71287 -0.21234 -4.83387
C -5.14784 -0.76334 -2.35655
F -6.63682 -0.52325 -2.23308
F -4.62312 -0.63872 -0.97841
C -5.00232 -2.33136 -2.81166
F -4.96080 -3.13100 -1.53056
F -6.25791 -2.80548 -3.50549
F -3.76186 -2.67098 -3.54007
H 7.33439 1.46711 0.42731
H 6.40908 1.15672 -1.38381
H 5.01924 0.55876 1.47220
H 6.13616 -1.06413 -2.16958
H 6.55114 -1.73286 -0.48042
H 6.18520 -3.73165 -1.18152
H 6.22196 -4.46827 -3.20521
H 6.80130 -2.70056 -3.51227
H 4.93148 -3.24862 -3.83941
H 4.27780 -3.64556 2.04196
H 5.72216 -3.35622 0.90122
H 5.51870 -0.94929 2.94854
H 6.88793 -2.23063 2.58441
H 5.90852 -3.64628 4.03731
H 3.38544 -0.62945 2.67439
H 2.05418 -1.92074 2.19839
H 1.71823 -1.39178 -2.81762
H 3.34884 -2.22956 -2.72527
H 2.49169 0.28824 -4.65609
H 2.89175 -1.49076 -4.99691
H 5.46748 0.05312 -3.87692
H 4.63257 0.79509 -5.36325
H 6.83294 -1.41016 -5.66789
H 4.00073 1.61908 -2.82702
H 4.02849 2.03482 -1.02587
H 1.45581 2.37802 -0.89908
H 2.47837 3.39424 -2.07593
C -8.65246 -4.62978 2.21935
C -9.44579 -3.93641 1.39704
C -8.88843 -2.97813 0.42223
O -9.61394 -2.34161 -0.32942
C -7.42117 -2.81705 0.39023
C -6.62784 -3.51042 1.21254
C -7.18520 -4.46870 2.18735
O -6.45969 -5.10523 2.93900
H -9.04504 -5.33606 2.94066
H -10.52382 -4.04386 1.40775
H -7.02859 -2.11078 -0.33109
H -5.54981 -3.40297 1.20183
C -2.77857 8.11003 -6.50753
C -4.09333 7.99563 -6.29627
C -4.63557 6.97626 -5.37645
O -5.83894 6.86953 -5.18402
C -3.66908 6.08981 -4.69829
C -2.35432 6.20421 -4.90955
C -1.81208 7.22358 -5.82937
O -0.60871 7.33031 -6.02180
H -2.36436 8.85176 -7.17949
H -4.81504 8.63873 -6.78553
H -4.08329 5.34808 -4.02633
H -1.63262 5.56110 -4.42029
C 2.35027 1.60567 5.31225
C 1.50311 2.09282 6.22402
C 0.96587 1.24064 7.30308
O 0.18887 1.68517 8.13686
C 1.40208 -0.16947 7.33648
C 2.24924 -0.65662 6.42470
C 2.78648 0.19556 5.34564
O 3.56348 -0.24897 4.51186
H 2.75308 2.21691 4.51389
H 1.17421 3.12506 6.21354
H 0.99927 -0.78071 8.13484
H 2.57814 -1.68886 6.43518
C -2.23355 -2.81445 8.93816
C -3.40168 -2.24191 9.24476
C -4.17776 -1.49604 8.23452
O -5.24605 -0.96999 8.51478
C -3.61410 -1.40881 6.87273
C -2.44597 -1.98136 6.56612
C -1.66989 -2.72722 7.57636
O -0.60160 -3.25327 7.29610
H -1.65136 -3.36448 9.66738
H -3.82884 -2.29753 10.23887
H -4.19629 -0.85878 6.14351
H -2.01881 -1.92573 5.57202
*
```

Values from the calculation:
* Kohn-Sham gap: 7.4 eV
* SMILES: C=C[C@@]1(CNC)[C@@](I)(CCO)CS(=O)(=O)O[C@@]1(CCCS)CCC(F)(F)C(F)(F)C(F)(F)C(F)(F)C(F)(F)C(F)(F)C(F)(F)C(F)(F)F.O=C1C=CC(=O)C=C1.O=C1C=CC(=O)C=C1.O=C1C=CC(=O)C=C1.O=C1C=CC(=O)C=C1